Entry 1:
16
Properties=species:S:1:pos:R:3:forces:R:3 method="wB97M-V/def2-TZVPD" total_charge=0 e_above_lowest_kcal_mol=84.7 homo_energy_ha=-0.315
C -0.312 1.389 -1.354 0.0 0.0 0.0
C -0.071 0.196 -0.466 0.0 0.1 -0.1
C -0.874 -1.065 -0.485 0.1 -0.2 -0.1
C -0.867 -0.209 0.748 -0.1 0.1 0.1
C 0.443 -0.296 1.588 0.0 0.2 0.3
N 1.489 -1.134 1.112 0.3 0.2 0.2
C 1.249 0.065 0.377 0.3 0.3 -0.1
H -0.016 2.322 -0.853 0.0 -0.2 -0.1
H -1.377 1.480 -1.605 0.2 -0.1 0.1
H 0.247 1.325 -2.297 -0.1 0.0 0.2
H -1.792 -1.012 -1.070 0.2 0.0 0.1
H -0.401 -2.045 -0.493 0.0 0.1 0.0
H -1.759 0.285 1.127 0.2 -0.2 -0.1
H 0.514 0.046 2.613 -0.1 0.2 -0.1
H 1.429 -2.078 0.803 -0.7 -0.5 -0.6
H 2.096 0.729 0.254 -0.2 0.2 0.0



Entry 2:
16
Properties=species:S:1:pos:R:3:forces:R:3 method="wB97M-V/def2-TZVPD" total_charge=0 e_above_lowest_kcal_mol=64.8 homo_energy_ha=-0.345
C -2.712 -0.058 2.138 -0.1 0.0 0.1
C -1.782 -0.177 1.013 0.3 0.0 -0.4
C -1.020 -0.286 0.085 -0.3 0.0 0.4
C -0.100 -0.412 -1.052 0.0 0.0 -0.1
C 1.126 0.473 -0.931 -0.2 0.1 0.1
C 2.427 -0.069 -0.486 0.1 -0.1 0.3
N 2.175 0.195 -1.903 0.1 0.1 -0.2
H -2.172 0.045 3.085 -0.1 0.0 -0.2
H -3.351 -0.944 2.211 0.1 0.1 0.0
H -3.361 0.817 2.023 0.1 -0.1 0.0
H -0.626 -0.163 -1.982 0.0 0.0 0.1
H 0.233 -1.451 -1.154 -0.1 0.1 0.0
H 0.918 1.515 -0.686 0.0 -0.2 -0.1
H 2.505 -1.123 -0.226 0.0 0.2 0.0
H 3.105 0.585 0.059 -0.1 -0.1 -0.1
H 2.635 1.052 -2.197 0.0 -0.1 0.0



Kohn-Sham gap (eV)
9.7 10.4